18 unconnected molecules or ions with the total composition C76H198N10O28. Source: the Open Molecules 2025 dataset; level of theory: wB97M-V/def2-TZVPD.

* gap between HOMO and LUMO: 8.6950 eV

```
! wB97M-V def2-TZVPD RIJCOSX def2/J DEFGRID3
* xyz 0 1
C 24.38236 13.12964 20.03608
O 25.08340 14.04874 20.87232
C 25.84876 13.37742 21.90839
C 26.63864 14.52866 22.53412
N 27.83808 14.12032 23.33585
C 28.43760 15.31774 23.97567
C 27.86380 15.63598 25.32722
O 28.53808 16.77966 25.85432
C 28.13594 17.11218 27.17287
H 23.52968 12.71286 20.57212
H 25.01112 12.29004 19.73974
H 23.98860 13.58346 19.12663
H 26.51922 12.68056 21.40540
H 25.19594 12.89988 22.63904
H 25.89250 14.98906 23.18174
H 26.92042 15.28534 21.80189
H 28.55406 13.71542 22.74974
H 28.42642 16.18650 23.31746
H 29.49850 15.17440 24.18077
H 28.03520 14.77918 25.97884
H 26.79000 15.80882 25.25530
H 28.61036 18.06223 27.41869
H 28.53196 16.37918 27.87572
H 27.05410 17.14657 27.30151
C 14.99448 12.84548 26.69956
O 14.07010 13.82974 26.26715
C 12.79974 13.31444 25.95667
C 11.76968 14.40264 26.13327
N 11.88002 15.43370 25.02782
C 11.17612 16.74246 25.25881
C 11.79436 17.80464 24.27610
O 13.08802 18.14642 24.86229
C 13.83624 19.00902 24.04884
H 14.54014 12.15792 27.41295
H 15.96080 13.13040 27.11567
H 15.24300 12.19676 25.85962
H 12.51480 12.46942 26.58344
H 12.78594 12.91186 24.94384
H 11.94868 14.84628 27.11269
H 10.78370 13.93824 26.11737
H 12.86944 15.63634 25.01841
H 11.28274 17.04381 26.30088
H 10.09214 16.67275 25.16808
H 11.17516 18.69984 24.21878
H 11.96982 17.39854 23.27991
H 14.83448 19.23872 24.42146
H 13.30734 19.95808 23.96152
H 13.92598 18.60664 23.03981
C 25.31640 20.74554 20.38291
O 25.31166 21.97602 19.57164
C 26.00896 21.87034 18.33072
C 26.17320 23.23532 17.63855
N 26.78100 24.17478 18.54616
C 26.79878 25.54124 18.01617
C 27.71404 25.81580 16.82793
O 27.00092 25.56450 15.61591
C 27.75246 25.86998 14.44004
H 25.08142 19.86518 19.78473
H 24.55006 20.80250 21.15593
H 26.30794 20.59406 20.80953
H 25.48046 21.14784 17.70881
H 27.03750 21.51242 18.37634
H 25.16892 23.50150 17.30885
H 26.84004 23.10188 16.78672
H 26.36372 24.00696 19.45049
H 27.04318 26.21304 18.83900
H 25.81350 25.88510 17.70137
H 28.58412 25.16532 16.91692
H 27.95644 26.87656 16.89243
H 27.20680 25.70086 13.51173
H 28.62868 25.22730 14.35454
H 27.93122 26.94100 14.34483
C 13.83448 10.33513 31.74000
O 13.43432 11.67852 31.70144
C 14.41282 12.48250 31.00679
C 13.97082 13.91440 31.18306
N 12.81400 14.26256 30.35784
C 12.64372 15.73766 30.31017
C 13.48036 16.33350 29.16168
O 13.34768 17.72872 29.08613
C 14.02794 18.36916 27.98963
H 14.40310 10.29891 32.66922
H 14.31756 9.98192 30.82897
H 13.00022 9.63462 31.77761
H 14.46354 12.04970 30.00769
H 15.38462 12.39142 31.49198
H 14.74500 14.63400 30.91671
H 13.77962 14.12142 32.23600
H 11.95208 13.89698 30.73668
H 12.87106 16.15848 31.28962
H 11.59180 16.00902 30.22106
H 13.22370 15.87002 28.20910
H 14.52972 16.09996 29.34170
H 13.94106 17.78244 27.07514
H 15.05538 18.42776 28.34887
H 13.63072 19.37130 27.82828
C 13.61776 10.35856 16.12410
O 13.30768 11.22896 17.20225
C 12.48296 10.65804 18.21844
C 12.02830 11.62064 19.33990
N 13.18752 12.00644 20.17128
C 12.92302 13.02678 21.10977
C 14.15406 13.74918 21.64328
O 14.75396 14.42438 20.55398
C 15.91396 15.23020 20.89714
H 14.49854 10.70186 15.58144
H 12.76914 10.34142 15.44024
H 13.77316 9.32314 16.42720
H 13.02750 9.79544 18.60249
H 11.57754 10.29602 17.73133
H 11.35068 11.10462 20.02008
H 11.59168 12.48218 18.83470
H 13.95430 12.26624 19.56743
H 12.26420 12.68028 21.90601
H 12.33816 13.79292 20.60078
H 14.89660 13.05674 22.03981
H 13.89638 14.43130 22.45348
H 16.74222 14.60066 21.22236
H 15.64484 15.94178 21.67773
H 16.16222 15.75910 19.97695
C 16.75436 19.59108 21.78937
O 16.97406 18.92907 20.54533
C 17.19374 19.83307 19.44741
C 17.65284 18.87676 18.38080
N 18.03526 19.65078 17.23108
C 18.52142 18.72328 16.25031
C 18.70936 19.50446 14.91206
O 17.45220 19.81788 14.30695
C 17.65018 20.45772 13.05245
H 15.86424 20.21146 21.68493
H 17.60928 20.22136 22.03421
H 16.61304 18.89019 22.61211
H 17.95929 20.58641 19.63319
H 16.30611 20.39322 19.15341
H 16.84734 18.18284 18.14055
H 18.50367 18.28714 18.72220
H 17.13706 19.99002 16.91766
H 17.89270 17.84688 16.09298
H 19.44762 18.24534 16.56944
H 19.28492 18.85034 14.25711
H 19.39026 20.33994 15.07474
H 16.74569 20.52304 12.44769
H 18.55336 20.18889 12.50466
H 17.98040 21.41786 13.44891
C 15.80446 15.92260 24.73929
O 16.75537 16.79469 24.18760
C 18.05066 16.19514 24.23519
C 19.00420 17.18514 23.51337
N 20.38426 16.70762 23.60302
C 21.17232 17.51000 22.59063
C 22.61298 16.95380 22.48124
O 23.43020 17.91555 21.81145
C 24.79628 17.45606 21.75254
H 15.98434 15.86046 25.81254
H 15.84698 14.93364 24.28297
H 14.80278 16.34536 24.66154
H 18.13025 15.23512 23.72518
H 18.31734 15.83968 25.23050
H 18.97394 18.14298 24.03274
H 18.57016 17.30704 22.52097
H 20.79808 16.82154 24.51729
H 21.24308 18.53404 22.95730
H 20.77375 17.46890 21.57695
H 22.74306 16.01134 21.94933
H 22.90744 16.71266 23.50263
H 25.16284 17.10322 22.71652
H 25.36484 18.31608 21.39870
H 24.88486 16.72752 20.94663
C 15.01052 24.66882 21.69681
O 13.92140 24.21216 22.42036
C 14.03208 23.07472 23.19403
C 14.83028 23.30694 24.47918
N 14.34002 22.38042 25.48654
C 15.29220 22.07842 26.56599
C 16.49702 21.27618 26.20626
O 16.97383 20.50890 27.30427
C 18.21510 19.89466 27.13143
H 15.95870 24.74946 22.22836
H 14.67752 25.65680 21.37882
H 15.18052 24.05226 20.81416
H 14.40196 22.24714 22.58872
H 12.99540 22.83554 23.43112
H 14.68540 24.31384 24.87066
H 15.88854 23.10384 24.31516
H 13.55186 22.84202 25.91761
H 14.69554 21.48808 27.26141
H 15.53394 23.01244 27.07321
H 17.29388 21.93346 25.85830
H 16.18568 20.72802 25.31705
H 18.45940 19.40254 28.07283
H 19.02418 20.56840 26.84942
H 18.19328 19.05522 26.43646
C 18.34646 11.59298 24.12183
O 18.53753 11.41834 25.49922
C 19.58466 12.32358 25.96686
C 19.70416 12.20490 27.50106
N 18.57512 12.83156 28.17390
C 18.41832 12.62280 29.60513
C 17.99294 11.20614 29.86313
O 16.87170 10.91238 28.97171
C 16.53682 9.55191 28.83094
H 17.89423 12.56360 23.91812
H 17.72251 10.84422 23.63386
H 19.30510 11.66816 23.60853
H 19.36202 13.35722 25.70203
H 20.55761 12.07278 25.54433
H 20.60064 12.73124 27.82873
H 19.83734 11.14880 27.73567
H 17.76618 12.32014 27.85115
H 17.64544 13.30964 29.95009
H 19.27240 12.87208 30.23483
H 17.88170 11.09246 30.94146
H 18.73944 10.45804 29.59635
H 17.43777 8.98034 28.60805
H 15.78540 9.38814 28.05850
H 16.20048 9.08677 29.75756
C 28.83014 18.69696 19.80866
O 27.89736 18.89432 18.72332
C 28.48818 19.51282 17.63581
C 29.39898 18.58074 16.80201
N 28.52380 17.84390 15.84704
C 29.34846 17.02779 14.97842
C 28.54182 16.60460 13.75078
O 28.57420 17.67890 12.76926
C 27.73082 17.41134 11.67418
H 29.21274 19.63034 20.22160
H 29.68670 18.06612 19.57108
H 28.18434 18.27492 20.57868
H 29.00682 20.44254 17.86972
H 27.66376 19.84752 17.00619
H 29.98278 17.84636 17.35696
H 30.07120 19.19074 16.19860
H 27.89892 18.47956 15.37213
H 29.56118 16.12380 15.54909
H 30.27644 17.51084 14.67245
H 27.54216 16.29670 14.05737
H 28.97832 15.73986 13.25098
H 27.70690 18.16778 10.88974
H 26.71928 17.35287 12.07602
H 28.10104 16.50596 11.19323
C 26.92310 20.40793 25.73802
C 26.42374 19.40970 24.70706
O 27.53776 18.74398 24.08780
H 27.49802 19.84538 26.47363
H 26.09092 20.79202 26.32797
H 27.52672 21.20366 25.30146
H 25.81464 19.88886 23.94057
H 25.85658 18.62220 25.20330
H 27.83182 17.98784 24.60101
C 22.71644 18.85072 26.04647
C 21.59240 18.00926 26.70383
O 21.64520 16.72802 26.19200
H 22.53426 19.04212 24.98899
H 23.65078 18.31465 26.21305
H 22.86056 19.76580 26.62087
H 20.61662 18.33407 26.34267
H 21.56276 18.01814 27.79339
H 20.96712 16.23601 26.66074
C 19.67312 15.46766 19.22312
C 21.07478 14.94978 19.27813
O 21.06708 13.72628 19.92331
H 19.55342 16.39046 18.65546
H 19.32298 15.70620 20.22741
H 19.00367 14.69184 18.85162
H 21.65534 15.69100 19.82737
H 21.46370 14.84152 18.26565
H 21.13808 13.88830 20.86687
C 22.17052 20.23514 19.68723
C 20.74612 19.84570 19.43967
O 20.17194 20.82294 18.55977
H 22.67270 19.48180 20.29418
H 22.28498 21.16338 20.24704
H 22.72866 20.29754 18.75304
H 20.17588 19.78244 20.36644
H 20.73291 18.87288 18.94819
H 19.42763 20.41032 18.11554
C 20.87814 21.60920 24.60408
C 21.73200 22.06682 23.43377
O 22.93964 22.62950 23.88414
H 20.05544 21.00674 24.21900
H 20.51475 22.51690 25.08591
H 21.32064 21.05048 25.42877
H 21.23574 22.92646 22.98337
H 21.80888 21.29622 22.66672
H 23.55092 22.93764 23.21108
C 23.82020 16.86656 18.14204
C 25.30054 17.32300 18.08558
O 25.99830 16.74211 16.94745
H 23.67518 15.78638 18.15881
H 23.36672 17.34256 17.27263
H 23.42578 17.29352 19.06413
H 25.80224 17.04576 19.01269
H 25.44018 18.40173 18.01531
H 26.83628 17.19120 16.81438
C 22.29848 12.00278 23.29277
C 22.18960 13.54064 23.52778
O 21.10166 13.97254 22.68590
H 22.47254 11.85420 22.22707
H 21.44746 11.44094 23.67776
H 23.17440 11.66284 23.84530
H 23.10382 14.02998 23.19188
H 21.96674 13.74426 24.57515
H 20.86378 14.88220 22.87961
C 17.46234 16.56170 28.51315
C 18.94704 16.27720 28.77036
O 19.43876 15.62142 27.62039
H 17.16696 17.10878 27.61787
H 17.06089 17.16064 29.33059
H 16.93312 15.60940 28.47888
H 18.93058 15.55914 29.59025
H 19.52804 17.16298 29.02713
H 19.21972 14.68978 27.69560
*
```